(1)
64
Properties=species:S:1:pos:R:3:forces:R:3:mulliken_charge:R:1 method="wB97M-V/def2-TZVPD" homo_lumo_gap_ev=7.023 charge=+1 relative_energy_kj_mol=43.33 max_force_ev_per_a=1.0 total_energy_ha=-2400.44935
Pd -0.121407 0.146518 -0.321902 -0.25 -0.36 -0.87 0.10
Cl -1.321310 -4.895094 -2.654195 0.00 0.00 0.00 -0.20
C -1.980723 -3.520330 -1.856472 0.00 0.01 0.01 0.07
C -3.333448 -3.442000 -1.582112 -0.02 -0.02 0.01 -0.21
C -3.796986 -2.328009 -0.901194 0.01 0.00 0.02 -0.99
C -2.895109 -1.347066 -0.537015 -0.02 -0.05 0.03 0.03
N -1.596214 -1.409853 -0.834830 0.15 -0.01 -0.06 -0.04
C -1.139404 -2.482379 -1.483479 -0.08 -0.03 -0.03 -0.56
H -4.000951 -4.237747 -1.884274 0.01 0.00 0.01 0.50
H -4.842200 -2.227988 -0.644893 0.00 0.00 0.00 0.42
H -3.223989 -0.488996 0.037699 0.00 0.00 0.00 0.43
H -0.079499 -2.508256 -1.700462 -0.02 0.00 -0.01 0.77
C 2.635552 3.736894 1.078894 -0.05 0.01 0.00 -0.52
C 2.046397 3.774871 -0.180526 -0.03 0.01 0.01 -0.81
C 1.319375 2.680336 -0.644492 0.10 0.05 0.04 0.22
C 1.161011 1.540682 0.145685 0.14 -0.03 -0.04 -0.41
C 1.791538 1.493977 1.389515 -0.01 0.09 0.04 -0.16
C 2.518765 2.586871 1.853194 -0.04 -0.03 0.01 -0.71
H 3.215955 4.578301 1.435310 0.00 0.00 -0.01 0.44
H 2.176421 4.642986 -0.815829 0.02 0.01 0.00 0.44
H 0.907445 2.715386 -1.649275 0.00 0.00 -0.01 0.59
H 1.693791 0.605581 2.004223 0.02 0.02 -0.02 0.54
H 3.005269 2.533822 2.819784 0.00 0.01 -0.01 0.43
C -3.779344 -6.982151 0.338724 0.01 0.01 -0.01 -1.42
C -2.679971 -6.463454 1.224616 0.02 -0.04 0.00 0.82
C -1.648748 -7.294578 1.645006 0.01 0.02 -0.01 -0.71
C -0.622118 -6.812392 2.447828 -0.04 0.03 -0.02 -0.27
C -0.633112 -5.484878 2.839658 -0.04 -0.07 0.02 -0.33
C -1.655644 -4.635301 2.432899 0.02 0.01 0.03 -0.50
C -2.669315 -5.129183 1.633315 -0.01 0.03 0.00 -0.37
S 0.683076 -4.845248 3.841269 -0.03 -0.03 0.02 1.28
O 1.588942 -5.929365 4.075386 -0.03 0.02 -0.01 -0.71
O 0.104704 -4.095100 4.917424 0.02 -0.01 -0.01 -0.71
N 1.428229 -3.754816 2.888156 0.01 0.12 -0.08 -0.32
C 1.853134 -4.186294 1.557000 0.04 -0.02 0.03 -0.30
C 2.388495 -3.002880 0.764770 0.04 0.01 -0.04 -1.14
C 1.375108 -1.903263 0.536066 0.07 0.29 0.22 1.38
O 1.413387 -1.291528 -0.589416 -0.28 0.28 0.29 -0.85
O 0.575491 -1.563665 1.430871 0.15 -0.36 0.15 -0.74
H -3.799545 -8.070567 0.331551 -0.01 0.00 0.00 0.42
H -3.634232 -6.650531 -0.693055 0.01 0.00 0.00 0.20
H -4.755572 -6.626198 0.670069 0.00 0.01 0.00 0.36
H -1.646325 -8.335239 1.344722 0.00 0.00 0.00 0.37
H 0.182519 -7.454942 2.777218 0.00 -0.01 0.01 0.52
H -1.656142 -3.600029 2.753160 0.00 -0.01 0.00 0.38
H -3.479475 -4.474690 1.331886 0.00 0.01 0.00 0.45
H 0.909216 -2.877285 2.846632 0.02 -0.06 -0.01 0.37
H 1.027182 -4.652700 1.003847 -0.01 0.01 -0.01 0.27
H 2.638047 -4.933283 1.667631 -0.01 -0.02 0.01 0.39
H 2.773065 -3.339286 -0.196420 -0.01 -0.01 -0.01 0.38
H 3.223821 -2.547098 1.304589 -0.01 0.00 0.01 0.30
N -1.658470 4.525780 2.068629 0.04 0.05 0.00 -0.28
C -2.232425 3.778362 0.885263 0.04 0.04 0.00 -0.71
C -1.597456 2.393348 0.886193 -0.06 -0.02 -0.08 0.13
N -1.581672 1.714161 -0.414537 0.21 0.11 0.36 -0.56
H -2.024471 5.477142 2.139908 0.01 -0.01 0.00 0.39
H -0.635284 4.579084 1.982379 -0.02 -0.01 -0.01 0.29
H -1.862774 4.043446 2.947628 0.01 0.01 -0.01 0.37
H -1.942819 4.346407 0.002158 -0.01 -0.01 -0.01 0.39
H -3.316472 3.786296 0.981104 0.01 0.02 0.03 0.38
H -2.058145 1.735736 1.624917 -0.07 0.01 -0.04 0.31
H -0.552657 2.517212 1.174714 0.01 -0.06 0.05 -0.19
H -1.200627 2.323844 -1.133504 -0.03 -0.02 0.00 0.28
H -2.495601 1.388887 -0.710619 0.00 0.04 0.00 0.31

***

(2)
60
Properties=species:S:1:pos:R:3:forces:R:3:mulliken_charge:R:1 method="wB97M-V/def2-TZVPD" homo_lumo_gap_ev=2.750 charge=-2 relative_energy_kj_mol=132.56 max_force_ev_per_a=5.8 total_energy_ha=-1903.18607
C 0.293714 -0.255605 -7.523909 -0.13 -0.67 -0.65 3.15
C -0.079767 -0.768013 -6.127763 0.42 0.17 0.02 -1.90
C -0.026957 1.257948 -7.551899 0.09 -0.37 -0.23 -1.35
C -1.044953 1.464737 -6.417218 -0.40 0.22 0.60 -0.08
H -0.464307 1.484555 -8.530355 0.19 0.12 0.23 0.27
H 0.897788 1.836508 -7.429329 -0.31 -0.10 0.04 0.29
C -1.324698 0.064043 -5.793877 0.28 -0.32 -0.34 0.50
H 0.751234 -0.539324 -5.441585 -0.29 -0.12 -0.10 0.35
H -0.253528 -1.854915 -6.120095 0.11 0.46 0.11 0.62
C -1.611911 0.215350 -4.313511 -0.22 0.77 0.36 -0.97
H -2.186188 -0.405484 -6.294795 0.15 0.17 0.05 0.50
H -1.991604 1.841939 -6.830954 0.30 0.04 0.09 0.53
C -0.625073 2.411072 -5.261437 -1.02 -1.82 2.06 1.46
C 1.687211 -0.612179 -7.988758 1.26 -0.46 1.50 -0.22
C -0.485760 -1.006330 -8.603519 -1.43 0.74 -0.87 -0.37
O -1.120965 -0.494965 -9.509735 0.51 -0.56 0.95 -0.64
O 2.581831 -1.039433 -7.282380 -0.95 0.64 -0.98 -0.63
O 1.800879 -0.464072 -9.325737 0.38 0.06 0.34 -0.27
O -0.342609 -2.340353 -8.489237 0.00 0.33 -0.22 -0.26
C -0.832339 -3.054991 -9.626334 -0.04 -0.18 0.00 -0.78
H -0.632149 -4.101823 -9.405513 -0.08 0.05 -0.08 0.26
H -0.291202 -2.738574 -10.525774 -0.15 -0.06 0.16 0.30
H -1.903724 -2.876667 -9.764979 0.24 -0.06 0.01 0.30
C 3.067787 -0.885642 -9.821612 0.27 -0.09 -0.18 -0.80
H 3.879615 -0.327988 -9.339935 -0.19 -0.15 -0.14 0.31
H 3.033556 -0.686709 -10.890453 0.10 -0.02 0.03 0.25
H 3.208241 -1.956623 -9.629844 0.02 0.25 -0.04 0.33
O -1.073262 1.482507 -3.872687 -0.18 1.23 -5.70 -0.46
H -1.150135 -0.571606 -3.700525 -0.14 0.10 -0.13 0.40
H -2.695526 0.220275 -4.121452 0.24 -0.11 0.00 0.16
C -1.489470 3.648856 -5.145368 -0.04 0.03 0.16 -1.74
C 0.855917 2.645713 -5.038271 0.05 0.07 0.19 -1.93
H 1.287328 3.271270 -5.832970 -0.14 -0.08 0.03 0.45
H 1.412608 1.700108 -4.995979 -0.15 0.25 0.00 0.24
H 1.014425 3.178924 -4.087818 -0.11 -0.25 -0.30 0.51
H -1.347972 4.136082 -4.171486 0.01 -0.16 -0.23 0.35
H -2.547455 3.375288 -5.249466 0.24 0.08 0.07 0.44
H -1.246585 4.377606 -5.932981 0.05 -0.16 0.05 0.38
Tl -0.364085 1.579432 -1.743853 1.01 -1.49 3.23 0.39
C -1.946682 -0.164214 1.456819 -0.11 -0.65 -0.54 -0.63
C -2.494523 0.032036 0.154100 0.23 -0.29 0.22 -0.86
C -2.231741 -1.142372 -0.617417 0.17 -0.05 0.61 -0.39
H -3.031086 0.920643 -0.181961 0.07 -0.19 0.06 0.52
C -1.519303 -2.057901 0.207389 -0.50 0.66 0.34 -0.72
C -1.352805 -1.455855 1.489206 -0.66 0.29 -0.63 -0.32
H -0.845440 -1.901358 2.340521 0.03 0.13 -0.19 0.46
H -1.978385 0.549551 2.278443 0.09 -0.10 -0.22 0.33
H -2.540878 -1.315816 -1.647999 0.06 0.04 0.11 0.46
H -1.155724 -3.039774 -0.086210 0.02 0.19 0.00 0.35
C 2.107126 0.706585 0.500348 0.11 -0.57 0.05 -0.67
C 1.859289 -0.280532 1.495163 0.32 -0.18 -0.99 -0.52
C 1.831764 -1.553823 0.851734 0.46 0.69 -0.35 -0.50
H 1.711540 -0.097349 2.556430 -0.12 0.00 -0.18 0.38
C 2.071967 -1.359562 -0.535937 0.16 0.44 0.61 -0.64
C 2.256286 0.039720 -0.755199 -0.16 -0.28 0.52 -0.69
H 2.485036 0.513091 -1.710564 0.02 -0.07 0.15 0.64
H 2.145631 1.784250 0.660390 -0.02 -0.28 -0.05 0.38
H 1.640931 -2.507330 1.337621 -0.06 0.13 -0.10 0.45
H 2.108176 -2.137444 -1.296749 -0.06 0.11 0.11 0.35
Cl -0.144589 3.701736 -0.308337 -0.01 1.40 0.36 -0.72

***

(3)
60
Properties=species:S:1:pos:R:3:forces:R:3:mulliken_charge:R:1 method="wB97M-V/def2-TZVPD" homo_lumo_gap_ev=3.612 charge=-1 relative_energy_kj_mol=4.37 max_force_ev_per_a=3.4 total_energy_ha=-1495.01838
C -1.761039 -0.155563 1.688666 -0.15 -0.28 0.33 -1.07
C -1.030069 0.731234 0.716960 1.69 0.03 -0.65 0.63
C 0.409474 0.592193 0.521916 -0.38 -1.83 1.16 0.32
C 1.067611 1.563432 -0.378296 0.14 0.77 -0.42 -0.39
C 2.491889 1.174359 -0.783854 -0.62 0.13 0.02 -0.66
C 3.175096 0.650351 0.448962 -0.43 -0.81 0.15 -0.38
O 2.509116 -0.549184 0.938304 1.36 0.40 -0.20 -0.39
C 1.158497 -0.544964 1.071429 -2.48 1.45 -0.41 0.36
O 0.636403 -1.505966 1.639151 1.29 -0.42 0.00 -0.77
O -1.664789 1.593052 0.085566 -0.27 0.23 0.09 -0.78
H -1.070470 -0.878817 2.131753 -0.50 0.23 -0.02 0.30
H -2.236911 0.467580 2.455845 -0.04 0.01 -0.14 0.17
H -2.555717 -0.682627 1.146222 0.07 0.08 0.11 0.29
H 0.457641 1.688253 -1.283551 0.03 0.26 0.19 0.26
H 1.111730 2.535323 0.147968 -0.03 0.09 -0.45 -0.03
H 2.455991 0.427347 -1.589385 0.19 0.00 0.27 0.29
H 3.011645 2.062250 -1.156697 0.11 -0.10 -0.06 0.35
H 4.204589 0.338088 0.258946 -0.04 0.03 0.16 0.30
H 3.151203 1.430260 1.225159 0.06 -0.21 -0.01 0.23
C 4.569071 2.649323 6.970069 0.07 0.13 -0.23 -1.67
C 3.126436 2.865299 7.442725 -0.10 0.05 -0.11 2.16
C 2.493970 1.500386 7.695837 -0.04 -0.02 -0.07 -2.09
C 3.133404 3.643638 8.764186 -0.08 0.25 -0.02 -1.68
C 2.342201 3.654248 6.373366 -0.75 -0.96 -0.08 -0.41
C 1.240674 3.155855 5.735974 0.94 -0.38 0.97 -0.50
C 0.502589 3.898794 4.748599 -1.97 -0.92 -1.13 -0.14
C -0.627072 3.343050 4.147815 2.57 0.61 1.94 -0.75
C -1.451995 4.056215 3.186005 -1.59 1.17 -2.79 0.64
F -2.561384 3.339276 2.807410 1.40 0.82 0.70 -0.29
F -1.924841 5.272417 3.665465 0.46 -1.12 -0.35 -0.26
F -0.767646 4.360596 2.011914 -0.80 -0.30 1.60 -0.21
C 0.983991 5.219154 4.425767 0.63 0.99 0.04 -0.55
C 2.079474 5.779734 5.012897 -1.05 0.10 -0.92 -0.46
C 2.562690 7.192818 4.630402 -0.11 -0.21 0.02 2.16
C 2.549480 8.097203 5.865285 0.00 -0.11 0.20 -1.69
C 1.661738 7.825935 3.570727 -0.04 -0.05 -0.03 -2.11
C 3.981278 7.110136 4.061153 0.11 -0.20 0.04 -1.69
C 2.817525 5.006827 6.027658 1.69 0.96 0.83 1.69
O 3.832341 5.497564 6.581670 -1.73 -0.85 -0.94 -0.78
H 5.062262 3.615662 6.833751 0.02 -0.29 -0.01 0.36
H 5.128181 2.062378 7.708449 -0.12 0.05 -0.10 0.44
H 4.561039 2.106348 6.017607 0.14 0.05 0.13 0.35
H 1.465686 1.617004 8.056049 0.09 -0.16 -0.05 0.40
H 2.500817 0.899260 6.779938 -0.09 -0.03 0.18 0.42
H 3.069553 0.966765 8.462311 -0.11 0.10 -0.15 0.41
H 2.100734 3.811743 9.091858 0.16 0.03 0.09 0.34
H 3.662992 3.075652 9.538369 -0.10 0.03 -0.13 0.44
H 3.631617 4.606694 8.624252 -0.14 -0.19 0.18 0.36
H 0.864504 2.152835 5.961942 0.23 0.38 -0.04 0.53
H -0.970286 2.353755 4.402826 0.08 -0.18 0.01 0.40
H 0.417661 5.765946 3.675835 0.26 -0.07 0.21 0.59
H 3.226494 7.695814 6.623159 -0.17 0.20 -0.04 0.36
H 2.871836 9.107366 5.590002 -0.05 -0.10 0.03 0.44
H 1.531420 8.148232 6.268778 0.16 0.08 0.05 0.35
H 1.664215 7.232032 2.649057 -0.12 0.14 0.11 0.42
H 0.636095 7.934014 3.943403 0.10 -0.02 -0.18 0.40
H 2.040286 8.825654 3.328633 -0.04 -0.15 0.05 0.42
H 3.982215 6.455798 3.181474 0.14 0.11 0.09 0.36
H 4.322127 8.107033 3.761217 -0.03 -0.11 0.01 0.44
H 4.658560 6.708982 4.819089 0.00 0.08 -0.26 0.36

***

(4)
63
Properties=species:S:1:pos:R:3:forces:R:3:mulliken_charge:R:1 method="wB97M-V/def2-TZVPD" homo_lumo_gap_ev=8.269 relative_energy_kj_mol=0.00 max_force_ev_per_a=0.8 total_energy_ha=-1569.02235 smiles="CCOC(=O)N1CCN(c2c(NCCN3CCN(c4ccccc4F)CC3)c(=O)c2=O)CC1"
C 2.112198 3.461737 0.695427 0.16 -0.31 -0.28 -1.31
C 1.957634 2.406206 -0.383235 -0.58 0.14 0.19 0.24
O 3.253702 1.880913 -0.678467 0.35 -0.05 0.02 -0.30
C 3.301840 0.680228 -1.260846 0.06 0.16 -0.32 0.67
O 2.327372 0.044472 -1.605219 -0.33 -0.09 -0.05 -0.63
N 4.582325 0.257338 -1.480204 0.09 0.13 -0.15 -0.02
C 4.762515 -1.138795 -1.817385 -0.15 0.00 -0.17 -0.70
C 4.920905 -1.959040 -0.504706 -0.04 -0.11 -0.11 -0.75
N 4.904545 -1.060282 0.627519 -0.22 -0.05 0.30 -0.24
C 3.742389 -0.713730 1.227522 -0.16 -0.49 0.10 0.27
C 2.413055 -1.148991 1.205015 0.40 -0.09 -0.31 0.92
N 1.699123 -2.009947 0.453968 0.35 -0.09 0.04 -0.02
C 0.263243 -2.078711 0.637048 -0.40 0.19 0.01 -1.47
C -0.462309 -0.885167 -0.004436 0.08 -0.20 -0.08 -0.28
N -1.814754 -1.237202 -0.388813 -0.01 0.07 -0.01 0.08
C -2.384724 -0.273306 -1.314240 -0.17 -0.10 -0.18 -0.30
C -3.758328 -0.776141 -1.768485 0.20 0.25 -0.13 -1.48
N -4.658644 -0.979225 -0.657100 -0.09 -0.35 -0.17 0.10
C -5.485380 0.039952 -0.221418 -0.34 0.20 0.11 0.70
C -5.386824 1.360461 -0.679567 0.08 -0.14 0.03 -0.36
C -6.271881 2.343506 -0.279509 -0.12 0.13 0.04 -0.89
C -7.295727 2.059561 0.605231 0.03 0.03 -0.04 -0.42
C -7.433549 0.762857 1.070059 0.11 -0.09 -0.02 -0.57
C -6.555922 -0.212637 0.651462 -0.08 0.03 0.13 0.55
F -6.782098 -1.475163 1.107340 0.11 0.15 -0.18 -0.34
C -4.065140 -1.903828 0.287519 0.28 -0.02 0.47 -1.31
C -2.697811 -1.394929 0.755217 -0.21 -0.24 -0.09 -0.34
C 2.045272 -0.261219 2.323797 -0.61 0.02 0.32 -0.02
O 1.042543 -0.067515 2.970660 0.25 -0.01 -0.16 -0.64
C 3.459264 0.278310 2.274357 0.43 0.68 0.07 -0.08
O 4.074634 1.204668 2.756490 -0.16 -0.33 0.03 -0.70
C 5.930970 -0.041451 0.544045 0.24 0.23 0.06 -0.68
C 5.695230 0.811216 -0.736984 0.13 0.19 0.04 -0.69
H 2.736883 4.275822 0.338041 0.04 0.14 0.00 0.36
H 2.575740 3.028461 1.577938 0.01 -0.01 0.11 0.24
H 1.135161 3.851759 0.963930 -0.11 0.06 0.02 0.40
H 1.312248 1.587809 -0.047408 0.08 0.12 -0.08 -0.16
H 1.533286 2.827243 -1.302104 0.04 -0.12 0.11 0.40
H 3.892063 -1.460103 -2.389518 0.18 -0.03 0.03 0.36
H 5.652863 -1.224112 -2.444032 -0.05 -0.02 0.02 0.38
H 5.880342 -2.484744 -0.498591 -0.13 -0.05 0.02 0.39
H 4.125214 -2.693208 -0.386391 0.09 -0.03 -0.01 0.44
H 1.995027 -2.113656 -0.509850 0.06 0.10 0.18 0.38
H -0.091360 -2.999649 0.169076 -0.03 0.05 0.07 0.41
H 0.069239 -2.117659 1.709233 -0.03 -0.11 -0.08 0.47
H -0.439628 -0.027930 0.689949 0.04 0.01 -0.05 0.26
H 0.081248 -0.605244 -0.911941 -0.02 0.02 0.10 0.48
H -1.722666 -0.185170 -2.178946 -0.01 0.05 0.02 0.47
H -2.483198 0.723110 -0.846622 0.02 -0.02 -0.03 0.28
H -4.204689 -0.098126 -2.495684 0.01 -0.05 0.00 0.58
H -3.620864 -1.751665 -2.247440 0.03 0.09 -0.05 0.39
H -4.593472 1.631953 -1.357178 0.10 -0.03 -0.04 0.24
H -6.148748 3.347161 -0.658840 0.02 0.07 -0.04 0.38
H -7.981245 2.827915 0.924958 -0.07 0.07 0.03 0.37
H -8.229052 0.487036 1.744671 -0.06 -0.07 0.06 0.42
H -4.708907 -2.051125 1.149874 -0.02 -0.01 -0.09 0.49
H -3.933079 -2.864499 -0.220101 0.01 0.00 0.08 0.36
H -2.262416 -2.121678 1.441234 -0.01 0.01 0.08 0.49
H -2.827281 -0.439575 1.296453 0.03 -0.05 0.02 0.25
H 6.903115 -0.539355 0.506922 -0.04 0.03 0.03 0.29
H 5.880141 0.579956 1.437177 0.05 -0.04 -0.06 0.42
H 5.463013 1.842580 -0.481554 0.14 -0.10 -0.02 0.32
H 6.575326 0.792541 -1.385342 -0.03 0.06 0.05 0.45